1.
Density functional theory data (the ωB97M-V functional and the def2-TZVPD basis) for 3 unconnected molecules or ions with the total composition C16H34BN3O4P in a non-equilibrium geometry.

Last column: natural (NBO) charge in e.
Geometry (Å):
C1 3.36 0.48 1.31  -0.980
P1 3.03 -1.00 0.13  0.830
O1 3.67 -2.41 0.95  -1.008
B1 1.11 -1.31 -0.08  -0.313
C2 0.95 -2.94 -0.20  -0.612
C3 -0.46 -3.45 -0.88  -0.421
C4 -1.16 -4.70 -0.05  -0.514
C5 -2.58 -4.07 0.56  0.795
O2 -3.70 -4.49 -0.03  -0.630
O3 -2.50 -3.10 1.67  -0.712
C6 0.61 -0.46 -1.39  -0.646
C7 -0.34 0.86 -1.00  0.121
O4 0.35 1.81 -0.09  -0.748
C8 -1.85 0.45 -0.51  -0.250
N1 -1.93 -0.01 0.95  -0.867
H1 3.36 0.20 2.45  0.187
H2 4.46 0.87 1.08  0.198
H3 2.64 1.40 1.16  0.261
H4 3.98 -2.15 1.88  0.459
H5 0.58 -0.90 0.88  -0.039
H6 1.86 -3.49 -0.73  0.206
H7 0.95 -3.36 0.91  0.184
H8 -0.19 -3.80 -1.99  0.210
H9 -1.22 -2.54 -0.95  0.212
H10 -1.41 -5.64 -0.72  0.233
H11 -0.47 -5.06 0.82  0.222
H12 -1.53 -2.76 1.62  0.521
H13 1.59 0.02 -1.87  0.213
H14 0.11 -1.09 -2.24  0.195
H15 -0.47 1.45 -2.03  0.163
H16 0.31 1.50 0.86  0.470
H17 -2.50 1.46 -0.56  0.153
H18 -2.40 -0.30 -1.24  0.196
H19 -2.91 -0.34 1.13  0.361
H20 -1.69 0.80 1.57  0.359
C9 6.60 3.90 -2.51  -0.612
C10 7.08 2.80 -1.56  -0.383
C11 6.18 1.56 -1.58  -0.502
C12 4.77 1.95 -1.15  0.282
N2 3.60 2.26 -0.80  -0.321
H21 5.61 4.27 -2.23  0.225
H22 7.29 4.75 -2.48  0.204
H23 6.56 3.53 -3.54  0.200
H24 7.12 3.21 -0.54  0.206
H25 8.09 2.51 -1.83  0.199
H26 6.56 0.80 -0.89  0.253
H27 6.14 1.13 -2.58  0.241
C13 -7.07 0.32 2.43  -0.616
C14 -7.40 1.37 1.37  -0.383
C15 -6.19 1.76 0.52  -0.504
C16 -5.10 2.35 1.41  0.286
N3 -4.20 2.83 2.14  -0.340
H28 -6.33 0.69 3.15  0.220
H29 -7.97 0.06 2.99  0.210
H30 -6.67 -0.59 1.96  0.214
H31 -7.80 2.26 1.87  0.204
H32 -8.19 0.98 0.71  0.206
H33 -6.48 2.50 -0.23  0.247
H34 -5.79 0.88 -0.01  0.253

The net charge is -1. The value obtained for the molar mass is 374.25 g mol⁻¹. The orbital gap comes out at 5.551 eV.

2.
Density functional theory data (the ωB97M-V functional and the def2-TZVPD basis) for C3H5N5 in the gas phase in a non-equilibrium geometry.

Last column: natural (NBO) charge in e.
Geometry (Å):
N1 0.58 0.97 1.78  -0.683
N2 0.31 0.16 0.66  -0.334
C1 0.34 0.76 -0.61  0.352
N3 -0.04 0.60 -1.84  -0.496
C2 -0.54 -0.69 -2.06  0.210
N4 -0.89 -1.78 -1.37  -0.283
N5 -0.95 -1.80 0.09  -0.343
C3 -0.38 -0.95 0.93  0.251
H1 -0.13 1.85 1.87  0.362
H2 1.55 1.38 2.07  0.396
H3 1.12 1.55 -0.49  0.171
H4 -0.46 -0.91 -3.11  0.179
H5 -0.52 -1.13 2.07  0.217

The value obtained for the molar mass is 111.11 g mol⁻¹. The orbital gap comes out at 7.965 eV. The energy above the lowest of the compared OMol25 structures with the same formula, charge and spin comes out at 124.7 kcal/mol. Its SMILES is NN1C=NC=NN=C1.

3.
Density functional theory data (the ωB97M-V functional and the def2-TZVPD basis) for C2HN3 in the gas phase in a non-equilibrium geometry.

Last column: natural (NBO) charge in e.
Geometry (Å):
N1 -1.34 1.50 1.26  -0.294
C1 -0.59 0.72 0.88  0.411
N2 0.14 -0.34 0.37  -0.686
C2 0.62 -0.63 -0.85  0.412
N3 1.14 -1.10 -1.82  -0.298
H1 0.28 -1.01 1.17  0.455

The value obtained for the molar mass is 67.05 g mol⁻¹. The orbital gap comes out at 10.808 eV. The energy above the lowest of the compared OMol25 structures with the same formula, charge and spin comes out at 9.1 kcal/mol. Its SMILES is N#CNC#N.